1.
C6H14O | the ωB97M-V functional and the def2-TZVPD basis

Last column: Löwdin spin population.
CARTESIAN COORDINATES (ANGSTROEM)
C -1.01239 0.05123 1.69151  0.08
C -1.12101 -0.80416 0.42782  0.06
C -0.31653 -0.28907 -0.76434  0.05
C 1.01656 0.33307 -0.47689  0.01
C 2.18834 -0.26658 -0.60753  0.01
C 3.51385 0.36258 -0.33600  0.00
H 0.01230 0.38455 1.83653  0.00
H -1.39567 -0.44985 2.57428  0.01
H -1.61519 0.96588 1.58765  0.05
H -2.13877 -0.94431 0.07272  0.04
H -0.79250 -1.79394 0.74996  0.00
H -0.93803 0.42646 -1.30603  0.04
H -0.12951 -1.11698 -1.44759  0.01
H 1.01398 1.35047 -0.09832  0.00
H 2.23493 -1.29747 -0.95290  0.00
H 4.04852 -0.21158 0.41809  0.00
H 3.41961 1.37607 0.04794  0.00
H 4.14414 0.37005 -1.22471  0.00
H -4.17840 1.06684 -1.27330  0.13
H -4.14228 0.25694 0.00153  0.13
O -3.81195 0.22980 -0.92041  0.37

Properties
Charge: -1
Multiplicity: 2
E_LUMO (spin up / spin down) (eV): 3.313 / 3.248
Expectation value of S²: 0.75
Kohn-Sham gap (spin up / spin down) (eV): 2.260 / 9.640

***

2.
C6H14O | the ωB97M-V functional and the def2-TZVPD basis

Last column: Mulliken charge in e.
CARTESIAN COORDINATES (ANGSTROEM)
C -1.87903 -0.15356 2.11723  -0.87
C -0.74273 -0.16051 1.42104  0.29
C -0.15331 1.15980 0.95061  -0.57
C -0.31054 1.43600 -0.55869  -0.79
C 0.36426 0.37924 -1.49339  -0.40
C 1.82737 0.14999 -1.08132  -1.12
H -2.15723 0.78168 2.59819  0.27
H -2.45678 -1.02704 2.39022  0.29
H -0.49566 -1.05218 0.84122  -0.01
H -0.80635 1.94422 1.35189  0.34
H 0.86949 1.27008 1.31903  0.34
H -1.39259 1.46065 -0.69277  0.34
H 0.18293 2.38612 -0.77150  0.33
H 0.25590 0.82073 -2.48846  0.34
H -0.28505 -0.49220 -1.47676  0.31
H 1.83076 -0.44491 -0.17504  0.23
H 2.22619 1.14729 -0.88847  0.35
H 2.37484 -0.20499 -1.95247  0.37
O 0.10326 -2.79234 -0.42700  -0.58
H 0.30140 -3.22092 -1.25028  0.28
H 0.34290 -3.38715 0.26673  0.27

Properties
SMILES: C=CCCCC.O
E_LUMO (eV): 0.677
Kohn-Sham gap (eV): 10.071

***

3.
C6H14O | the ωB97M-V functional and the def2-TZVPD basis

Last column: Mulliken charge in e.
CARTESIAN COORDINATES (ANGSTROEM)
C -1.95272 -1.13973 -1.11030  -1.13
C -2.13078 -0.29367 0.14433  -0.42
C -1.31110 1.00754 0.12965  -0.74
C 0.09331 0.90925 0.75917  -0.63
C 1.25612 0.66821 -0.21614  -0.52
O 2.02202 -0.42887 0.21238  -0.33
C 3.13762 -0.65766 -0.60623  -0.72
H -2.57674 -2.03281 -1.09010  0.36
H -0.91848 -1.47224 -1.20847  0.25
H -2.23449 -0.56880 -2.00668  0.31
H -3.18973 -0.05464 0.26849  0.31
H -1.88288 -0.87689 1.04358  0.30
H -1.23940 1.36844 -0.90739  0.38
H -1.87867 1.79035 0.64322  0.35
H 0.11017 0.10136 1.50144  0.33
H 0.28692 1.82832 1.32062  0.35
H 0.87830 0.48796 -1.23727  0.35
H 1.89571 1.56483 -0.27458  0.37
H 2.83225 -0.90554 -1.63308  0.30
H 3.68685 -1.50643 -0.19195  0.25
H 3.80945 0.21664 -0.65509  0.30

Properties
SMILES: CCCCCOC
E_LUMO (eV): 1.151
Kohn-Sham gap (eV): 10.911

***

4.
C6H14O | the ωB97M-V functional and the def2-TZVPD basis

Last column: Mulliken charge in e.
CARTESIAN COORDINATES (ANGSTROEM)
C 2.52606 -1.26800 -0.71854  -0.75
O 1.16934 -1.14102 -0.39084  -0.28
C 0.83939 0.18425 -0.05686  -1.10
C -0.66434 0.31060 0.19065  2.03
C -0.97711 1.77517 0.51573  -1.79
C -1.42486 -0.11268 -1.07069  -1.73
C -1.07621 -0.57742 1.36925  -1.75
H 2.79112 -0.60573 -1.55994  0.31
H 2.70174 -2.30792 -1.00895  0.24
H 3.17210 -1.01117 0.13771  0.30
H 1.13961 0.85502 -0.88213  0.50
H 1.40151 0.49998 0.84161  0.49
H -0.41992 2.11989 1.39631  0.40
H -2.04572 1.89605 0.73067  0.40
H -0.73022 2.43659 -0.32464  0.40
H -1.22693 -1.16240 -1.30687  0.36
H -1.12005 0.49355 -1.93340  0.37
H -2.50572 0.01547 -0.93418  0.43
H -0.82802 -1.62418 1.17039  0.36
H -2.15652 -0.50310 1.54335  0.43
H -0.56527 -0.27292 2.29137  0.38

Properties
SMILES: COCC(C)(C)C
E_LUMO (eV): 0.926
Kohn-Sham gap (eV): 10.769

***

5.
C6H14O | the ωB97M-V functional and the def2-TZVPD basis

Last column: Mulliken charge in e.
CARTESIAN COORDINATES (ANGSTROEM)
C -3.41398 -0.01346 -0.48114  -1.24
C -2.25135 -0.35585 0.44756  -0.34
C -0.89697 -0.11936 -0.21199  -0.57
C 0.28958 -0.40580 0.69678  -0.50
C 1.59489 -0.15087 -0.05638  -0.45
O 2.59578 0.16259 0.78846  -0.25
C 3.71585 0.57204 0.13379  -0.53
H -4.38238 -0.18194 0.00202  0.37
H -3.38197 -0.62309 -1.39262  0.31
H -3.37494 1.03858 -0.78783  0.31
H -2.31873 0.24627 1.36428  0.31
H -2.32777 -1.40566 0.76382  0.30
H -0.81828 -0.74422 -1.11349  0.29
H -0.81987 0.92156 -0.55011  0.31
H 0.20152 -1.43838 1.09070  0.29
H 0.26375 0.24528 1.58134  0.27
H 1.85828 -0.90369 -0.80943  0.33
H 1.86650 1.05988 -1.00967  0.06
H 4.15205 -0.19054 -0.52594  0.26
H 4.43530 0.90945 0.90637  0.23
H 3.01275 1.37722 -0.83654  0.22

Properties
E_LUMO (eV): 1.084
Kohn-Sham gap (eV): 10.587

***

6.
C6H14O | the ωB97M-V functional and the def2-TZVPD basis

Last column: Mulliken charge in e.
CARTESIAN COORDINATES (ANGSTROEM)
C -1.62480 -0.57145 -1.12787  -1.43
C -1.07911 -0.31650 0.27942  0.62
C -2.15487 0.33518 1.14797  -1.58
C 0.18667 0.55539 0.26058  -0.96
C 1.45191 -0.18207 -0.09882  0.52
C 2.72117 0.62170 -0.13246  -1.56
O 1.60546 -1.40695 0.60025  -0.57
H -2.47893 -1.25757 -1.09943  0.37
H -0.87396 -1.00660 -1.79820  0.37
H -1.97088 0.36776 -1.57901  0.33
H -0.79703 -1.27560 0.73417  0.30
H -3.06576 -0.27340 1.17408  0.40
H -2.42702 1.32387 0.75538  0.34
H -1.80497 0.46603 2.17840  0.39
H 0.32959 1.01113 1.24877  0.43
H 0.09626 1.36540 -0.47374  0.37
H 1.31054 -0.58294 -1.23581  0.14
H 2.94345 1.06275 0.84347  0.37
H 2.59001 1.40903 -0.87894  0.35
H 3.56058 -0.02376 -0.41213  0.33
H 1.48170 -1.62140 -0.38609  0.47

Properties
SMILES: CC(C)C[C@@H](C)O
E_LUMO (eV): 0.913
Kohn-Sham gap (eV): 11.097

***

7.
C6H14O | the ωB97M-V functional and the def2-TZVPD basis

Last column: Mulliken charge in e.
CARTESIAN COORDINATES (ANGSTROEM)
C -1.07919 -0.28520 -1.07493  -1.00
C 0.02980 0.26208 -0.54129  0.81
C 0.23561 1.74738 -0.43763  -1.21
C 1.18914 -0.61785 -0.03708  -0.86
C 2.30958 0.04977 0.82963  -0.42
C 1.76733 0.42357 2.20362  -1.08
H -1.55555 0.20390 -1.91181  0.28
H -1.27795 -1.35423 -1.00484  0.31
H -0.52022 2.34415 -0.99035  0.37
H 0.11038 2.19824 0.53760  0.23
H 1.20283 1.92642 -0.93154  0.30
H 1.66926 -1.09322 -0.88612  0.32
H 0.69414 -1.33759 0.62122  0.37
H 2.80969 0.88853 0.35168  0.36
H 3.01216 -0.76532 0.98683  0.34
H 2.34575 0.31607 3.14615  0.35
H 0.82862 -0.08332 2.47285  0.29
H 1.69809 1.52516 2.22163  0.24
O -5.23610 -2.50209 -1.94711  -0.64
H -4.77616 -2.15998 -1.18002  0.32
H -5.45721 -1.68645 -2.42847  0.32

Properties
SMILES: C=C(C)CCC.O
E_LUMO (eV): 0.834
Kohn-Sham gap (eV): 9.777

***

8.
C6H14O | the ωB97M-V functional and the def2-TZVPD basis

Last column: Mulliken charge in e.
CARTESIAN COORDINATES (ANGSTROEM)
C 1.99672 1.45925 0.59616  -1.54
C 0.73032 0.62053 0.79673  0.73
C 1.09867 -0.69593 1.48540  -1.39
C 0.01894 0.36836 -0.54189  -1.03
C -1.42580 -0.14472 -0.46407  0.57
C -1.87918 -0.70587 -1.80483  -1.55
O -1.55026 -1.15101 0.53607  -0.51
H 2.51324 1.60480 1.55247  0.40
H 1.78524 2.44835 0.17348  0.38
H 2.69669 0.94701 -0.07760  0.33
H 0.04564 1.18415 1.44830  0.21
H 1.60953 -0.51383 2.43668  0.41
H 1.77483 -1.27229 0.83931  0.29
H 0.21241 -1.30064 1.66679  0.33
H 0.62598 -0.33428 -1.13343  0.35
H -0.01727 1.30365 -1.12045  0.36
H -2.07085 0.70385 -0.18133  0.15
H -1.27301 -1.58704 -2.04767  0.42
H -1.76905 0.02275 -2.61359  0.36
H -2.93282 -1.01057 -1.76319  0.43
H -2.23561 -1.77141 0.26671  0.31

Properties
SMILES: CC(C)C[C@@H](C)O
E_LUMO (eV): 0.969
Kohn-Sham gap (eV): 11.150

***

Sequential energy relative to the best compared isomer or geometry (same formula, charge and spin) output: 2.26, 33.76, 23.28, 12.47, 85.70, 40.89, 44.26, 6.67 kcal per mole